Record 1
12
Properties=species:S:1:pos:R:3:forces:R:3 method="wB97M-V/def2-TZVPD" multiplicity=3 charge=0 s_squared=2.01 energy_ev=-9809.0229 relative_energy_ev=0.652
C -2.50261 -0.33429 -0.76845 -0.39 4.73 1.74
C -1.47037 0.79559 -0.08098 -1.86 -0.47 -1.13
C 1.04167 0.67164 0.45804 0.13 0.68 0.07
C 0.66996 -0.66275 -0.09444 -0.13 -0.53 -0.43
N -0.31749 0.27198 0.31007 0.47 -0.71 0.79
O -2.14103 -1.40644 -1.13839 1.55 -3.51 -0.99
O -1.85769 1.92742 0.08243 -0.02 -0.34 -0.04
H -3.51912 0.06114 -0.85634 0.20 0.20 0.07
H 1.40103 0.74879 1.47738 -0.01 -0.05 0.00
H 1.41299 1.44087 -0.20875 0.01 -0.08 -0.12
H 0.78730 -0.84817 -1.15619 0.04 0.13 -0.02
H 0.77983 -1.54031 0.52730 -0.01 -0.05 0.07

Record 2
13
Properties=species:S:1:pos:R:3:forces:R:3 method="wB97M-V/def2-TZVPD" charge=0 energy_ev=-20644.2535 relative_energy_ev=5.926 smiles="C=[S@@]1(=O)C=CC(=O)N1"
C -1.66049 0.54229 0.30282 1.21 -1.79 -2.24
S -0.43472 -0.76589 -0.54511 -2.08 -0.55 1.74
O -0.90119 -1.70483 -1.57840 0.72 1.28 1.22
C 0.82349 0.32225 -1.12356 -1.55 -0.55 -0.35
C 1.93327 0.27619 -0.45158 1.53 2.33 0.76
C 1.87120 -0.64430 0.71188 1.29 -1.96 -0.76
O 2.72265 -0.84855 1.53461 0.66 0.96 0.76
N 0.85096 -1.53746 0.56078 -2.11 0.55 -0.58
H -2.74160 0.24796 0.36345 1.28 -0.45 -0.03
H -1.10019 0.59265 1.21230 0.02 0.23 0.94
H 0.40675 0.94128 -1.87745 0.30 0.61 -0.72
H 2.74277 1.05172 -0.57849 -0.78 -1.32 0.21
H 0.71441 -2.14947 1.38748 -0.48 0.63 -0.93

Record 3
13
Properties=species:S:1:pos:R:3:forces:R:3 method="wB97M-V/def2-TZVPD" charge=0 energy_ev=-20645.3292 relative_energy_ev=4.851 smiles="N#C[C@H](CO)OC=S"
N -2.57476 -1.94828 -0.58953 3.48 2.62 1.54
C -1.68477 -1.27661 -0.18155 -2.67 -1.60 -0.40
C -0.58163 -0.38032 0.32352 0.92 0.78 -1.62
C -0.78409 1.10762 -0.21871 -3.27 1.48 -2.25
O 0.35871 1.95658 -0.38353 2.87 -5.35 -0.73
O 0.62785 -0.96468 -0.23599 1.88 1.33 1.05
C 1.87600 -0.67047 0.44730 -0.63 -1.78 -0.53
S 3.26135 -0.87430 -0.46582 -2.28 0.71 2.05
H -0.35186 -0.31665 1.37546 -1.00 -0.34 0.67
H -1.33633 1.15559 -1.26500 1.21 -1.10 1.64
H -1.65419 1.65214 0.34178 2.03 -0.96 -0.05
H 1.11694 1.13811 -0.79467 -3.05 4.07 1.59
H 1.72678 -0.57873 1.64674 0.52 0.14 -2.98

Record 4
13
Properties=species:S:1:pos:R:3:forces:R:3 method="wB97M-V/def2-TZVPD" charge=0 energy_ev=-20646.6231 relative_energy_ev=3.557
C -1.91307 -0.13040 -0.11451 -0.74 0.40 0.63
C -0.48410 0.39792 -0.14719 -1.19 -3.27 1.88
C 1.84412 -0.18388 -0.00336 -4.34 -1.33 0.60
C 2.86920 -0.94165 -0.08500 5.38 -2.50 0.52
H -3.80524 0.50157 0.18274 1.31 1.00 0.15
H -2.46607 1.73147 0.37388 -0.19 1.21 0.15
H 2.07037 0.79442 -0.08548 -0.66 3.42 -0.59
H 3.96125 -0.24081 -0.43733 -3.53 -2.67 1.40
H 2.98563 -2.05921 0.31987 -0.31 2.60 -1.58
N -2.82585 0.85079 0.11732 -0.38 -2.31 -0.73
O -0.31574 1.54779 -0.22941 1.47 3.11 -0.77
O 0.38217 -0.57581 0.24568 3.35 1.30 -1.26
S -2.30268 -1.69220 -0.13721 -0.16 -0.96 -0.42

Record 5
13
Properties=species:S:1:pos:R:3:forces:R:3 method="wB97M-V/def2-TZVPD" charge=0 energy_ev=-20645.8058 relative_energy_ev=4.374 smiles="C=C(NC=O)OC=S"
C -0.34607 -1.14665 -1.20268 -1.44 -3.21 -6.36
C 0.23341 -0.67503 -0.18601 -0.39 3.45 3.24
N 0.99486 0.53317 -0.08906 2.67 -3.75 4.24
C 1.06544 1.62202 -0.84116 -0.47 6.27 0.40
O 1.51129 2.76697 -0.35919 -1.47 -5.63 -2.73
O -0.21679 -1.12912 1.07882 2.25 -0.90 1.25
C -1.06438 -0.53672 1.93835 -2.16 1.16 -2.19
S -2.18319 0.47233 1.13473 1.33 -1.12 2.71
H 0.09591 -1.06113 -2.28269 -0.93 0.38 2.26
H -1.22961 -1.84690 -1.16831 1.33 0.83 0.36
H 1.65961 0.42169 0.80420 -1.89 1.23 -2.66
H 0.46532 1.55208 -1.85657 1.37 0.17 1.85
H -0.98582 -0.97271 3.02957 -0.20 1.11 -2.35

Record 6
13
Properties=species:S:1:pos:R:3:forces:R:3 method="wB97M-V/def2-TZVPD" charge=0 energy_ev=-11857.0586 relative_energy_ev=4.943
C -0.43755 -0.50773 0.37150 0.93 2.62 -0.46
C -1.40247 -1.23964 -0.46781 0.16 0.19 -0.35
C 0.65617 1.05114 -0.34139 -2.86 0.26 -1.04
O 0.75419 -1.16411 0.56805 1.60 -0.38 0.32
O 0.45298 2.14820 0.41715 0.11 0.04 0.11
C 1.65388 -0.15765 0.70917 0.58 -2.65 1.77
O 0.78260 1.07950 -1.53949 0.62 -0.14 0.47
N 2.65800 0.09828 1.28485 -0.94 0.47 -1.13
H 0.52348 2.93552 -0.14809 0.07 -0.13 -0.03
H -0.76625 0.09222 1.21522 -0.24 -0.33 0.14
H -1.41744 -2.28977 -0.15581 -0.01 0.07 0.12
H -2.40020 -0.81233 -0.40673 0.02 -0.04 0.02
H -1.05739 -1.23362 -1.50662 -0.04 0.02 0.05

Record 7
13
Properties=species:S:1:pos:R:3:forces:R:3 method="wB97M-V/def2-TZVPD" charge=0 energy_ev=-11857.1464 relative_energy_ev=4.855
C 0.76414 -1.09976 -1.65182 -2.19 -2.79 -1.34
C -0.54471 -0.55226 0.36199 1.11 -0.54 -0.83
C -1.36818 -0.37211 1.40476 -0.98 0.70 0.03
C -0.16617 1.45320 1.02726 -2.67 2.69 6.28
H 0.23071 -1.78779 -2.72800 2.27 2.05 3.62
H 1.83895 -1.52176 -1.22646 -2.98 1.44 -1.46
H 0.61997 0.01527 -1.95565 0.64 -2.20 0.99
H -2.14731 -1.12894 1.81906 1.61 1.93 -0.79
H 1.29181 2.37451 0.34432 0.88 0.12 -0.90
N -1.20793 1.00582 1.81849 2.77 1.02 -1.34
O -0.33838 -1.54210 -0.55792 2.19 2.24 -1.17
O 0.76046 2.54005 1.10606 -3.45 -1.21 1.30
O 0.26664 0.61587 0.23791 0.80 -5.44 -4.39

Record 8
13
Properties=species:S:1:pos:R:3:forces:R:3 method="wB97M-V/def2-TZVPD" charge=0 energy_ev=-11859.9336 relative_energy_ev=2.067 smiles="C=C(NC=O)OC=O"
C -0.88621 1.65595 -0.06997 0.49 -3.00 0.07
C -0.00571 0.60746 -0.07601 -3.09 1.29 1.26
N -0.32948 -0.71830 0.23084 -1.14 0.95 -0.47
C -1.54691 -1.20878 -0.00494 -4.16 1.09 0.55
O -2.56292 -0.53550 -0.21874 1.48 -1.42 0.07
O 1.30348 0.90295 -0.01299 2.74 -2.15 -0.64
C 2.26728 -0.10787 -0.05270 2.17 -1.43 0.60
O 2.23368 -1.35201 -0.22456 -0.69 4.88 0.37
H -0.41772 2.56972 -0.24815 0.35 1.57 -0.09
H -1.95538 1.52134 0.14670 0.90 0.15 -0.52
H 0.24699 -1.48553 0.11290 2.67 -0.87 -0.04
H -1.61771 -2.29441 0.18538 0.15 0.05 -0.39
H 3.27062 0.44498 0.23224 -1.87 -1.10 -0.77